Entry 1:
Formula: C6H5ClN2
Source: the OMol25 dataset
Level of theory: ωB97M-V with the def2-TZVPD basis set

## Properties
HOMO-LUMO gap (alpha / beta): 0.2793 / 0.2793 Ha
M: 140.573 g/mol
Energy relative to the best compared isomer or geometry (same formula, charge and spin): 374.1 kJ/mol
Energy: -801.167861 Ha
2S+1: 1

Element x y z (Å)
C -2.3352 -1.5565 0.1206
C -1.8028 -0.2612 -0.0501
C -0.3735 -0.4420 -0.1208
C 0.8125 0.4068 -0.0679
C 0.5886 1.7533 0.1770
C -2.7189 0.7130 -0.6583
N -1.4109 -2.4709 -0.0628
N -0.2690 -1.8336 -0.1589
Cl -4.1804 0.8154 0.1664
H -3.4409 -1.8427 0.1366
H 1.7752 -0.0478 -0.0125
H 1.5687 2.2944 0.2415
H -0.4090 2.1816 0.1624
H 0.6572 -2.2091 0.0350

***

Entry 2:
Formula: C6H5ClNPS
Source: the OMol25 dataset
Level of theory: ωB97M-V with the def2-TZVPD basis set

## Properties
HOMO-LUMO gap (alpha / beta): 0.2383 / 0.2381 Ha
M: 189.607 g/mol
Energy: -1486.104335 Ha
2S+1: 1

Element x y z (Å)
C -2.0307 0.2307 -0.1945
C -1.7074 -0.9946 -0.7661
C -1.0753 0.9751 0.4523
C -0.4211 -1.4832 -0.6449
C 0.2769 0.5662 0.4911
C 0.5477 -0.7263 -0.0132
N 1.2489 1.4059 0.8291
P 3.3917 0.0736 0.6755
S 2.0846 -1.5117 0.4110
Cl 3.5849 0.8974 -1.1266
H -3.0415 0.6043 -0.2636
H -2.4580 -1.5742 -1.2767
H -1.3158 1.9433 0.8641
H -0.1560 -2.4566 -1.0236
H 1.0711 2.0501 1.5861

***

Entry 3:
Formula: C6H5F2N3O4
Source: the OMol25 dataset
Level of theory: ωB97M-V with the def2-TZVPD basis set

## Properties
HOMO-LUMO gap (alpha / beta): 0.3069 / 0.3069 Ha
M: 221.119 g/mol
Energy relative to the best compared isomer or geometry (same formula, charge and spin): 262.9 kJ/mol
Energy: -896.221489 Ha
2S+1: 1

Element x y z (Å)
C -1.3481 1.6597 0.0275
C 1.2597 -0.1014 -0.1444
C 0.5632 0.6381 0.9975
C 0.1345 -1.2252 -0.7010
C -0.4696 -0.2948 -1.7191
C -0.7577 -1.5587 0.4314
N -0.4109 1.3691 0.6407
N 0.8994 0.6831 2.3750
N 0.2710 0.7385 -2.0356
O 1.8951 0.1657 2.8075
O 0.1829 1.4897 2.9969
O 1.4344 0.8113 -1.1273
O 0.0260 1.7234 -2.7395
F 2.4662 -0.6889 0.1808
F -1.6521 -0.6104 -2.3633
H -2.0861 2.3507 -0.3209
H 0.5956 -2.1450 -1.2774
H -1.1289 -0.6924 0.9327
H -0.3007 -2.2471 1.1662
H -1.5741 -2.0653 -0.1275

***

Entry 4:
Formula: C6H5IO2P
Source: the OMol25 dataset
Level of theory: ωB97M-V with the def2-TZVPD basis set

## Properties
HOMO-LUMO gap (alpha / beta): 0.2261 / 0.3009 Ha
M: 266.982 g/mol
Energy relative to the best compared isomer or geometry (same formula, charge and spin): 0.0 kJ/mol
Energy: -1021.212511 Ha
2S+1: 1
Net charge: -1

Element x y z (Å)
C -2.4804 -0.6810 -0.1831
C -1.9802 0.2898 -1.0342
C -1.6885 -1.2018 0.8247
C -0.6747 0.7423 -0.8798
C -0.3804 -0.7548 0.9829
C 0.0915 0.2032 0.1223
O 3.7509 1.9459 -0.9669
O 3.8275 1.5259 1.5567
P 3.4267 1.1011 0.1999
I 4.3216 -1.2191 -0.2073
H -3.4966 -1.0335 -0.3095
H -2.5982 0.6988 -1.8231
H -2.0828 -1.9566 1.4942
H -0.2799 1.5027 -1.5411
H 0.2436 -1.1629 1.7643